110
Properties=species:S:1:pos:R:3:mulliken_charge:R:1 method="wB97M-V/def2-TZVPD" energy_ha=-7475.16328 charge=-2 de_lowest_kcal_mol=28.01 e_lumo_ev=3.580
Ba 2.67 1.70 -1.16 1.66
I -1.62 4.38 2.82 0.10
Br -3.82 7.01 1.51 -0.25
As -2.66 -4.74 -0.06 0.12
O 4.47 0.06 -2.52 -0.62
O 2.68 3.70 0.39 -0.69
N 3.80 -0.76 0.21 0.29
N 3.56 2.18 3.52 -0.37
N 1.33 -0.80 4.39 0.17
N 0.34 1.80 -1.61 -1.01
C 4.94 -2.09 -1.62 0.25
C 0.83 3.28 -3.59 -0.72
C -3.67 -0.69 0.07 -0.93
C -4.64 -4.90 0.19 -0.30
C 1.88 5.83 0.91 -0.70
C -2.96 -5.55 -4.75 -0.46
C 0.41 3.60 -4.88 -0.70
C 5.50 -2.93 -4.29 -0.26
C -3.48 -6.44 -3.81 -0.37
C -1.68 5.12 0.81 -0.72
C 2.60 4.63 1.24 -0.03
C 1.79 6.77 1.89 -0.20
C 0.14 2.18 -2.80 0.55
C 3.38 -0.97 1.64 -0.76
C -5.12 -5.11 1.44 -0.21
C 1.98 -1.46 1.92 0.40
C -0.81 3.16 -5.48 -0.70
C -3.37 -6.19 -2.49 -0.14
C 4.84 -1.09 -2.71 0.10
C -2.31 -4.44 -4.35 -0.54
C -1.34 -2.22 -0.14 -0.73
C -2.47 -0.07 -0.09 -0.90
C -1.81 6.00 -1.88 -0.54
C -2.55 6.14 0.41 0.52
C -7.41 -4.59 0.76 -0.56
C 2.92 5.51 3.56 0.09
C -3.74 -2.07 0.21 0.27
C -1.02 4.92 -1.53 0.06
C 3.12 4.49 2.58 0.16
C 2.30 1.23 5.44 -1.11
C 2.55 -0.20 4.84 -0.40
C -6.48 -4.91 1.72 -0.34
C 2.30 6.69 3.19 -1.08
C 5.27 -1.61 -3.98 -0.62
C -1.50 2.15 -4.77 -0.25
C 2.32 2.30 4.35 -0.26
C -2.14 -4.14 -2.99 -0.42
C 0.64 -1.31 5.61 -1.10
C 4.53 -1.72 -0.28 -0.40
C 1.65 -1.82 3.44 -1.09
C -1.32 -0.80 -0.26 -0.69
C 5.30 -3.94 -3.30 -0.60
C -2.54 6.63 -0.89 -0.56
C -2.53 -2.84 0.09 0.62
C -2.74 -5.05 -2.01 0.00
C -0.90 4.52 -0.20 -0.01
C -6.91 -4.42 -0.56 -0.63
C -1.08 1.73 -3.54 -0.38
C -5.53 -4.57 -0.81 0.17
C 3.85 3.18 2.77 -0.40
C 5.07 -3.50 -1.98 -0.43
H -3.13 -5.62 -5.82 0.34
H -0.20 -1.93 5.28 0.38
H -1.52 -3.32 -2.71 0.60
H 4.72 3.02 2.05 0.36
H -1.97 6.31 -2.91 0.42
H -2.40 1.63 -5.17 0.29
H -4.51 -5.58 2.45 0.04
H 1.49 5.98 -0.05 0.59
H 5.34 -0.84 -4.74 0.34
H 1.27 -0.70 1.64 -0.09
H -2.40 1.00 -0.20 0.57
H -1.68 1.04 -2.99 0.27
H 2.28 3.32 4.74 0.37
H 5.00 -2.47 0.35 0.22
H 2.38 -2.54 3.81 0.25
H -4.55 -0.14 0.23 0.43
H 4.09 -1.63 2.15 0.33
H 1.30 7.68 1.58 0.34
H 3.31 -0.17 4.00 0.24
H -0.40 -0.27 -0.41 0.67
H -0.45 4.39 -2.30 0.13
H 3.12 -0.72 5.59 0.36
H 3.59 0.00 2.08 -0.06
H -6.91 -5.10 2.72 0.31
H -4.68 -2.62 0.44 0.26
H 2.24 7.60 3.77 0.33
H 1.38 -1.96 6.20 0.35
H 5.85 -3.14 -5.30 0.33
H 1.74 -2.42 1.39 0.28
H -3.84 -6.98 -1.83 0.21
H 0.74 -2.46 3.33 0.53
H 2.91 1.35 6.24 0.56
H -0.40 -2.79 -0.17 0.47
H -7.62 -4.15 -1.29 0.42
H -3.25 7.41 -1.16 0.35
H 1.27 1.10 5.90 0.15
H 4.91 -4.29 -1.28 0.36
H -5.18 -4.46 -1.80 0.46
H 1.68 3.79 -3.13 0.25
H -1.86 -3.77 -5.07 0.40
H 5.36 -5.01 -3.49 0.33
H -0.27 3.65 0.07 0.58
H 3.34 5.41 4.53 0.59
H 1.40 2.11 3.73 0.11
H -8.48 -4.45 0.85 0.39
H 1.00 4.28 -5.50 0.29
H -3.85 -7.42 -4.10 0.34
H 0.14 -0.54 6.18 0.31
H -1.11 3.44 -6.49 0.30

90
Properties=species:S:1:pos:R:3:mulliken_charge:R:1 method="wB97M-V/def2-TZVPD" energy_ha=-7463.00144 multiplicity=2 charge=+4 de_lowest_kcal_mol=24.40 e_lumo_ev="-13.417 / -13.061"
Re 0.09 -0.22 0.25 0.45
Se 2.38 -0.50 -1.00 0.40
Se 0.35 2.25 -0.30 0.32
S 0.38 -2.35 1.03 -0.03
S -1.30 -1.16 -2.71 -0.10
O 2.70 0.24 4.16 -0.42
O -0.25 -0.47 -1.70 0.20
O -1.95 -0.12 0.42 -0.22
O -3.81 -0.15 1.51 -0.37
O 2.20 0.51 1.98 -0.26
N -0.67 -3.87 -0.86 0.47
N 1.57 -4.29 -0.46 0.12
N -0.37 -0.02 2.45 0.50
C -1.69 -0.13 2.74 0.98
C -0.15 -1.53 -6.47 -0.78
C -0.57 -1.79 -5.17 -0.44
C -2.81 -0.27 -2.57 1.08
C 1.90 0.28 3.13 -0.16
C -2.50 -6.41 -0.42 -0.34
C 3.42 -6.33 1.30 -0.74
C 0.05 -0.08 4.81 -0.80
C 0.44 3.33 1.31 -1.12
C 2.87 -4.08 0.20 0.22
C -2.88 1.11 -2.38 -0.08
C 2.21 2.38 -0.90 -0.78
C 2.35 -7.17 0.61 -0.92
C -3.95 -1.05 -2.74 -0.45
C 2.54 1.25 -1.84 -0.53
C -5.19 -0.43 -2.74 -0.81
C 0.47 -3.61 -0.25 -0.15
C -5.28 0.93 -2.55 -0.69
C 3.04 -4.86 1.50 -0.49
C -1.12 -6.33 -1.06 0.45
C 0.21 -0.25 -6.83 -0.61
C 4.04 -0.45 0.00 -1.16
C -0.88 -5.01 -1.79 -1.67
C 0.14 0.80 -5.91 -0.91
C -2.53 -0.13 1.53 0.92
C -4.13 1.71 -2.37 -0.97
C -1.29 -0.22 5.10 -1.04
C -2.18 -0.23 4.03 -1.10
C 0.47 0.03 3.49 0.69
C -0.65 -0.74 -4.27 0.87
C -0.29 0.57 -4.62 -0.20
C -2.74 -7.76 0.25 -1.36
H 0.79 -0.04 5.60 0.65
H -0.35 -6.47 -0.30 -0.45
H -3.24 -0.32 4.22 0.40
H 4.08 -1.32 0.65 0.25
H 4.14 0.46 0.58 0.39
H -1.48 -3.36 -0.56 0.28
H 1.51 -5.10 -1.07 0.27
H 1.21 2.93 1.97 0.23
H 2.13 -4.79 2.09 0.22
H 1.89 1.22 -2.72 0.10
H 4.36 -6.39 0.74 0.35
H -6.25 1.41 -2.55 0.47
H -1.64 -0.31 6.12 0.52
H 2.30 -7.00 -0.47 0.29
H -1.98 -7.97 1.00 0.31
H 0.40 1.81 -6.22 0.49
H -0.03 -5.05 -2.47 0.59
H -0.54 3.31 1.77 0.36
H -3.26 -6.24 -1.19 0.30
H 2.31 3.35 -1.40 0.66
H -0.99 -7.13 -1.78 0.49
H -1.99 1.71 -2.25 0.28
H -4.22 2.78 -2.25 0.51
H -2.70 -8.57 -0.49 0.36
H -0.85 -2.80 -4.87 0.43
H 2.82 2.38 0.01 0.33
H -1.76 -4.74 -2.39 0.48
H -3.87 -2.12 -2.90 0.47
H 3.64 -6.76 2.28 0.38
H 3.83 -4.37 2.07 0.48
H 1.36 -6.99 1.05 0.13
H 2.56 -8.23 0.73 0.45
H -0.36 1.38 -3.91 0.47
H 3.57 1.34 -2.18 0.64
H -4.26 -0.11 2.38 0.30
H 3.62 0.46 3.92 0.43
H 0.55 -0.05 -7.84 0.45
H 4.82 -0.53 -0.76 0.51
H -2.62 -5.61 0.32 0.22
H -6.08 -1.02 -2.89 0.48
H 3.63 -4.37 -0.53 0.60
H -0.10 -2.34 -7.19 0.47
H 2.97 -3.00 0.36 -0.91
H 0.68 4.35 1.00 0.51
H -3.71 -7.80 0.73 0.40

61
Properties=species:S:1:pos:R:3:nbo_charge:R:1 method="wB97M-V/def2-TZVPD" energy_ha=-2239.98324 charge=-1 e_lumo_ev="2.724 / 2.724"
Bi -0.63 -0.12 0.60 0.62
Cl 1.84 -0.09 0.11 -0.84
F -1.34 0.33 7.20 -0.32
F -3.13 0.24 5.93 -0.31
F -2.02 2.13 6.13 -0.31
O -0.17 -4.36 -0.81 -0.49
O -0.52 4.33 -0.61 -0.50
O -1.42 -0.70 4.19 -0.65
O 0.00 1.06 4.53 -0.54
N -0.05 -2.51 0.44 -0.58
N 0.04 2.32 0.21 -0.57
C 1.12 3.23 0.68 0.06
C -0.56 0.01 -4.27 -0.30
C -0.53 -2.50 -4.38 -0.63
C -0.98 0.40 4.82 0.69
C 2.34 -3.07 0.85 -0.62
C -0.71 -1.22 -3.62 0.01
C -0.83 1.22 -3.63 -0.03
C -0.71 3.02 -0.62 0.62
C -1.04 -1.23 -2.26 -0.11
C 2.34 3.15 -0.21 -0.63
C 0.47 4.59 0.46 -0.08
C 1.49 2.93 2.12 -0.62
C -0.73 2.51 -4.39 -0.63
C 0.90 -3.45 1.11 0.06
C -0.55 -3.11 -0.62 0.60
C 0.60 -4.76 0.38 -0.08
C 0.62 -3.49 2.60 -0.60
C -1.52 -2.49 -1.57 -0.52
C -1.89 0.78 6.04 0.89
C -1.16 1.21 -2.26 -0.02
C -1.02 0.00 -1.58 -0.35
C -1.70 2.43 -1.55 -0.52
H 2.07 3.77 2.51 0.19
H 0.16 -3.18 -3.87 0.21
H 2.98 -3.86 1.26 0.18
H -2.58 2.15 -0.93 0.25
H -0.85 -0.77 3.37 0.52
H 1.48 -5.31 0.03 0.19
H -0.30 0.01 -5.33 0.19
H -0.14 -2.28 -5.38 0.21
H 2.52 -3.00 -0.23 0.23
H -1.69 3.04 -4.42 0.20
H -2.42 -2.27 -0.97 0.24
H -1.48 -3.04 -4.52 0.20
H -0.04 -5.43 0.98 0.18
H 2.72 2.12 -0.23 0.27
H 1.13 5.39 0.11 0.19
H 2.09 3.45 -1.24 0.20
H 0.61 2.80 2.76 0.23
H -1.79 -3.27 -2.29 0.23
H -2.01 3.21 -2.24 0.23
H 2.60 -2.12 1.31 0.26
H -0.08 4.93 1.35 0.18
H 1.29 -4.22 3.07 0.20
H 2.10 2.03 2.19 0.25
H 0.81 -2.52 3.08 0.22
H 3.11 3.82 0.19 0.19
H -0.42 2.31 -5.42 0.21
H 0.00 3.18 -3.93 0.21
H -0.41 -3.79 2.79 0.21

Please write out number 2 again, unchanged.
90
Properties=species:S:1:pos:R:3:mulliken_charge:R:1 method="wB97M-V/def2-TZVPD" energy_ha=-7463.00144 multiplicity=2 charge=+4 de_lowest_kcal_mol=24.40 e_lumo_ev="-13.417 / -13.061"
Re 0.09 -0.22 0.25 0.45
Se 2.38 -0.50 -1.00 0.40
Se 0.35 2.25 -0.30 0.32
S 0.38 -2.35 1.03 -0.03
S -1.30 -1.16 -2.71 -0.10
O 2.70 0.24 4.16 -0.42
O -0.25 -0.47 -1.70 0.20
O -1.95 -0.12 0.42 -0.22
O -3.81 -0.15 1.51 -0.37
O 2.20 0.51 1.98 -0.26
N -0.67 -3.87 -0.86 0.47
N 1.57 -4.29 -0.46 0.12
N -0.37 -0.02 2.45 0.50
C -1.69 -0.13 2.74 0.98
C -0.15 -1.53 -6.47 -0.78
C -0.57 -1.79 -5.17 -0.44
C -2.81 -0.27 -2.57 1.08
C 1.90 0.28 3.13 -0.16
C -2.50 -6.41 -0.42 -0.34
C 3.42 -6.33 1.30 -0.74
C 0.05 -0.08 4.81 -0.80
C 0.44 3.33 1.31 -1.12
C 2.87 -4.08 0.20 0.22
C -2.88 1.11 -2.38 -0.08
C 2.21 2.38 -0.90 -0.78
C 2.35 -7.17 0.61 -0.92
C -3.95 -1.05 -2.74 -0.45
C 2.54 1.25 -1.84 -0.53
C -5.19 -0.43 -2.74 -0.81
C 0.47 -3.61 -0.25 -0.15
C -5.28 0.93 -2.55 -0.69
C 3.04 -4.86 1.50 -0.49
C -1.12 -6.33 -1.06 0.45
C 0.21 -0.25 -6.83 -0.61
C 4.04 -0.45 0.00 -1.16
C -0.88 -5.01 -1.79 -1.67
C 0.14 0.80 -5.91 -0.91
C -2.53 -0.13 1.53 0.92
C -4.13 1.71 -2.37 -0.97
C -1.29 -0.22 5.10 -1.04
C -2.18 -0.23 4.03 -1.10
C 0.47 0.03 3.49 0.69
C -0.65 -0.74 -4.27 0.87
C -0.29 0.57 -4.62 -0.20
C -2.74 -7.76 0.25 -1.36
H 0.79 -0.04 5.60 0.65
H -0.35 -6.47 -0.30 -0.45
H -3.24 -0.32 4.22 0.40
H 4.08 -1.32 0.65 0.25
H 4.14 0.46 0.58 0.39
H -1.48 -3.36 -0.56 0.28
H 1.51 -5.10 -1.07 0.27
H 1.21 2.93 1.97 0.23
H 2.13 -4.79 2.09 0.22
H 1.89 1.22 -2.72 0.10
H 4.36 -6.39 0.74 0.35
H -6.25 1.41 -2.55 0.47
H -1.64 -0.31 6.12 0.52
H 2.30 -7.00 -0.47 0.29
H -1.98 -7.97 1.00 0.31
H 0.40 1.81 -6.22 0.49
H -0.03 -5.05 -2.47 0.59
H -0.54 3.31 1.77 0.36
H -3.26 -6.24 -1.19 0.30
H 2.31 3.35 -1.40 0.66
H -0.99 -7.13 -1.78 0.49
H -1.99 1.71 -2.25 0.28
H -4.22 2.78 -2.25 0.51
H -2.70 -8.57 -0.49 0.36
H -0.85 -2.80 -4.87 0.43
H 2.82 2.38 0.01 0.33
H -1.76 -4.74 -2.39 0.48
H -3.87 -2.12 -2.90 0.47
H 3.64 -6.76 2.28 0.38
H 3.83 -4.37 2.07 0.48
H 1.36 -6.99 1.05 0.13
H 2.56 -8.23 0.73 0.45
H -0.36 1.38 -3.91 0.47
H 3.57 1.34 -2.18 0.64
H -4.26 -0.11 2.38 0.30
H 3.62 0.46 3.92 0.43
H 0.55 -0.05 -7.84 0.45
H 4.82 -0.53 -0.76 0.51
H -2.62 -5.61 0.32 0.22
H -6.08 -1.02 -2.89 0.48
H 3.63 -4.37 -0.53 0.60
H -0.10 -2.34 -7.19 0.47
H 2.97 -3.00 0.36 -0.91
H 0.68 4.35 1.00 0.51
H -3.71 -7.80 0.73 0.40